## a
{"formula": "C5H13NO", "method": "ωB97M-V/def2-TZVPD", "symbols": ["C", "C", "N", "C", "C", "C", "H", "H", "H", "H", "H", "H", "H", "H", "H", "H", "H", "H", "H", "O"], "positions_angstrom": [[-0.480, 1.172, 2.130], [0.469, 0.063, 1.594], [1.966, -1.419, -0.384], [0.568, -1.327, -0.450], [-0.174, -0.796, 0.541], [-0.082, -2.336, -1.364], [-1.414, 0.984, 1.592], [-0.140, 2.150, 1.804], [-0.615, 1.187, 3.212], [1.276, 0.597, 1.110], [0.843, -0.575, 2.403], [2.438, -1.263, -1.265], [2.346, -0.949, 0.420], [-1.231, -1.024, 0.573], [0.272, -2.178, -2.386], [-1.163, -2.297, -1.298], [0.258, -3.314, -1.068], [-1.842, 4.190, -1.756], [-1.209, 3.535, -2.915], [-2.087, 3.599, -2.492]], "lumo_energy_ev": [3.768, 3.689], "s_squared": 0.750, "spin_multiplicity": 2, "charge": -1, "orbital_gap_ev": [2.519, 8.693]}

***

## b
{"formula": "C5H13NO", "method": "ωB97M-V/def2-TZVPD", "symbols": ["C", "N", "C", "C", "C", "C", "H", "H", "H", "H", "H", "H", "H", "H", "H", "H", "H", "H", "H", "O"], "positions_angstrom": [[0.839, -1.711, 1.142], [1.744, -0.815, 0.391], [1.154, 0.322, -0.286], [0.411, 0.038, -1.580], [-0.899, -0.691, -1.300], [-1.880, -0.179, -0.546], [0.033, -1.188, 1.653], [1.505, -2.391, 1.689], [0.238, -2.298, 0.452], [2.358, -1.396, -0.162], [1.647, 1.299, -0.200], [0.339, 0.679, 0.398], [0.958, -0.562, -2.310], [0.140, 0.974, -2.087], [-1.103, -1.536, -1.964], [-1.965, 0.697, 0.055], [-2.736, -0.855, -0.426], [-1.434, 1.644, 1.783], [-0.409, 2.781, 1.210], [-1.284, 2.570, 1.576]], "lumo_energy_ev": [3.996, 3.840], "s_squared": 0.750, "spin_multiplicity": 2, "charge": -1, "orbital_gap_ev": [2.782, 8.895]}

***

Short version: b is the least stable of them.